Record 1
The following is a DFT calculation (ωB97M-V/def2-TZVPD) of C48H43BiN6O8PSe as an isolated structure.

Structure (ORCA input):
```
! RIJCOSX wB97M-V def2-TZVPD def2/J DEFGRID3
* xyz -1 1
Bi 0.47 0.55 -0.32
O -2.23 1.40 1.72
C -2.48 2.67 1.12
C -2.26 3.84 2.09
C -0.82 4.36 2.17
C 0.23 3.53 2.85
C 1.39 4.14 3.34
C 2.40 3.38 3.88
C 2.24 2.00 3.94
C 1.07 1.46 3.45
N 0.09 2.20 2.93
H -1.38 1.50 2.20
H -3.52 2.65 0.79
H -1.84 2.82 0.24
H -2.63 3.55 3.08
H -2.87 4.67 1.74
H -0.82 5.35 2.64
H -0.45 4.50 1.14
H 1.50 5.22 3.25
H 3.31 3.84 4.24
H 3.02 1.36 4.34
H 0.90 0.39 3.46
C -6.02 0.52 -2.56
C -5.09 -0.43 -2.16
C -3.74 -0.12 -2.14
C -3.28 1.14 -2.53
C -4.23 2.09 -2.92
C -5.58 1.77 -2.94
P -1.45 1.40 -2.40
C -1.17 2.95 -3.34
C -0.40 3.02 -4.50
C -0.21 4.23 -5.14
C -0.76 5.39 -4.62
C -1.47 5.34 -3.43
C -1.66 4.13 -2.79
C -0.96 0.04 -3.56
C -1.50 0.03 -4.82
C -1.23 -1.01 -5.73
C -0.43 -2.04 -5.35
C 0.12 -2.10 -4.05
C 0.90 -3.21 -3.66
C 1.39 -3.31 -2.39
C 1.15 -2.27 -1.47
C 0.43 -1.15 -1.80
C -0.13 -1.04 -3.12
H -7.07 0.27 -2.59
H -5.42 -1.43 -1.86
H -3.02 -0.87 -1.82
H -3.91 3.07 -3.24
H -6.30 2.52 -3.26
H 0.08 2.13 -4.88
H 0.40 4.28 -6.03
H -0.60 6.34 -5.12
H -1.85 6.25 -2.98
H -2.17 4.10 -1.83
H -2.16 0.83 -5.12
H -1.66 -0.97 -6.72
H -0.22 -2.86 -6.03
H 1.09 -4.00 -4.39
H 2.00 -4.16 -2.10
H 1.58 -2.35 -0.48
O 2.11 4.23 -2.50
Se 1.75 3.25 -1.28
O 2.96 2.95 -0.25
O 1.30 1.70 -1.94
O 0.37 3.64 -0.48
C -2.39 -1.61 2.64
C -0.93 -1.93 2.68
N -0.02 -1.47 1.85
C 1.19 -2.01 2.26
C 1.00 -2.80 3.34
N -0.36 -2.75 3.60
C -1.05 -3.52 4.60
N -0.89 -4.94 4.35
N -0.58 -5.78 5.37
N -0.51 -6.98 4.93
C -0.77 -6.96 3.57
C -0.80 -7.99 2.63
C -1.07 -7.65 1.33
C -1.31 -6.32 0.94
C -1.28 -5.28 1.85
C -1.02 -5.64 3.18
H -2.56 -0.84 1.89
H -2.73 -1.21 3.60
H -2.99 -2.50 2.41
H 2.11 -1.75 1.76
H 1.67 -3.41 3.94
H -2.10 -3.25 4.58
H -0.65 -3.35 5.60
H -0.61 -9.01 2.93
H -1.10 -8.42 0.57
H -1.49 -6.09 -0.10
H -1.44 -4.26 1.55
O 6.23 0.20 -1.54
C 6.10 0.44 -0.23
C 7.25 0.77 0.50
C 7.17 1.02 1.86
C 5.94 0.95 2.52
C 4.80 0.63 1.80
C 4.86 0.37 0.43
C 3.63 0.04 -0.34
O 3.70 -0.24 -1.54
O 2.53 0.00 0.36
H 5.31 0.00 -1.86
H 8.19 0.82 -0.02
H 8.06 1.27 2.41
H 5.88 1.15 3.58
H 3.83 0.60 2.27
*
```

## Properties
Lowest unoccupied orbital energy: 1.82 eV

Record 2
The following is a DFT calculation (ωB97M-V/def2-TZVPD) of C13H25IN3O2RhSe2 as an isolated structure.

Structure (ORCA input):
```
! RIJCOSX wB97M-V def2-TZVPD def2/J DEFGRID3
* xyz 0 1
Rh -0.10 1.32 -0.14
O -3.33 0.25 1.30
C -4.39 0.12 0.38
C -3.96 0.47 -1.03
C -5.23 0.20 -1.90
O -6.34 1.04 -1.61
C -2.91 -0.46 -1.64
Se -1.06 -0.65 -0.97
C -3.60 1.94 -1.25
Se -1.94 2.71 -0.51
H -3.68 0.11 2.18
H -5.21 0.79 0.66
H -4.77 -0.91 0.38
H -5.51 -0.85 -1.83
H -4.97 0.41 -2.94
H -6.80 0.69 -0.84
H -2.82 -0.20 -2.69
H -3.26 -1.50 -1.59
H -4.40 2.58 -0.88
H -3.54 2.10 -2.33
C 3.53 -3.04 0.63
C 2.23 -2.62 1.30
N 1.72 -1.46 0.61
C 2.51 -0.43 0.22
N 1.94 0.69 -0.15
C 2.78 1.80 -0.58
C 4.12 1.79 0.15
C 4.77 0.44 -0.10
N 3.86 -0.64 0.21
C 4.48 -1.87 0.68
H 3.32 -3.33 -0.40
H 3.97 -3.90 1.14
H 2.40 -2.41 2.36
H 1.48 -3.40 1.24
H 0.76 -1.21 0.76
H 2.26 2.73 -0.35
H 2.93 1.78 -1.66
H 3.95 1.93 1.22
H 4.76 2.59 -0.21
H 5.66 0.32 0.53
H 5.10 0.37 -1.14
H 4.85 -1.72 1.70
H 5.35 -2.05 0.04
I 1.32 1.14 3.14
C -0.38 0.88 1.79
H -1.09 1.60 2.18
H -0.75 -0.13 1.96
*
```

## Properties
Lowest unoccupied orbital energy: -0.24 eV

Record 3
The following is a DFT calculation (ωB97M-V/def2-TZVPD) of one molecule with the formula C7H10.

Structure (ORCA input):
```
! RIJCOSX wB97M-V def2-TZVPD def2/J DEFGRID3
* xyz 0 1
C -0.57 2.53 0.25
C 0.44 1.81 -0.23
C 0.21 0.53 -1.00
C -0.29 0.65 -2.23
C 0.25 -0.80 -0.41
C 0.11 -1.00 0.90
C 0.17 -2.40 1.51
H -0.32 3.40 0.86
H -1.56 2.16 0.39
H 1.47 2.10 -0.28
H -0.36 1.54 -2.86
H -0.48 -0.25 -2.82
H 0.43 -1.73 -0.94
H -0.09 -0.29 1.70
H -0.75 -2.53 2.10
H 0.38 -3.18 0.79
H 0.94 -2.56 2.26
*
```

## Properties
Lowest unoccupied orbital energy: 1.19 eV
SMILES string: C=CC(=C)/C=C/C

Record 4
The following is a DFT calculation (ωB97M-V/def2-TZVPD) of one molecule with the formula C4H7NO2.

Structure (ORCA input):
```
! RIJCOSX wB97M-V def2-TZVPD def2/J DEFGRID3
* xyz 0 1
H -2.27 1.57 -0.47
N -2.81 0.74 -0.38
C -2.37 -0.32 0.13
O -1.04 -0.50 0.53
C -0.10 0.53 0.40
C 1.17 0.20 0.15
C 1.60 -1.22 -0.19
O 2.09 1.16 0.02
H -3.07 -1.14 0.30
H -0.17 1.62 0.65
H 2.54 -1.30 -0.73
H 0.91 -1.66 -1.07
H 1.64 -1.75 0.81
H 1.89 2.05 -0.14
*
```

## Properties
Lowest unoccupied orbital energy: 0.62 eV
SMILES string: [H]/N=C\O/C=C(\C)O

Record 5
The following is a DFT calculation (ωB97M-V/def2-TZVPD) of one molecule with the formula C24H26ClN3O4S.

Structure (ORCA input):
```
! RIJCOSX wB97M-V def2-TZVPD def2/J DEFGRID3
* xyz 0 1
O -0.10 3.52 1.39
C 0.40 2.96 0.44
N -0.28 2.62 -0.68
C -1.72 2.68 -0.79
C -2.40 1.31 -1.03
C -1.68 0.44 -2.02
C -2.16 -0.25 -3.10
C -1.07 -0.95 -3.66
C 0.00 -0.66 -2.88
O -0.36 0.17 -1.88
N -2.71 0.64 0.23
C -3.68 -0.43 0.09
C -4.22 -0.81 1.47
C -3.07 -1.27 2.36
C -2.02 -0.18 2.41
C -1.56 0.18 1.00
C 1.85 2.57 0.41
C 2.77 3.35 1.08
C 4.12 3.02 1.09
C 4.55 1.88 0.43
C 3.62 1.09 -0.22
S 4.14 -0.41 -1.05
O 3.32 -0.63 -2.20
O 5.56 -0.40 -1.19
N 3.78 -1.61 0.08
C 2.49 -2.12 0.22
C 1.87 -2.75 -0.86
C 0.61 -3.30 -0.72
C -0.04 -3.26 0.50
C 0.56 -2.65 1.59
C 1.81 -2.07 1.44
Cl 2.54 -1.25 2.78
C 2.28 1.41 -0.23
H 0.21 2.17 -1.43
H -2.10 3.10 0.14
H -1.98 3.34 -1.63
H -3.38 1.53 -1.48
H -3.17 -0.24 -3.45
H -1.09 -1.58 -4.52
H 1.04 -0.94 -2.92
H -4.50 -0.07 -0.53
H -3.24 -1.32 -0.40
H -4.96 -1.60 1.36
H -4.70 0.06 1.91
H -3.44 -1.49 3.37
H -2.64 -2.19 1.96
H -1.15 -0.49 3.00
H -2.44 0.72 2.87
H -0.83 0.98 1.06
H -1.09 -0.70 0.53
H 2.42 4.23 1.60
H 4.83 3.64 1.61
H 5.59 1.59 0.40
H 4.24 -1.42 0.96
H 2.40 -2.79 -1.79
H 0.14 -3.77 -1.57
H -1.01 -3.72 0.61
H 0.07 -2.62 2.55
H 1.59 0.73 -0.73
*
```

## Properties
Lowest unoccupied orbital energy: 0.33 eV
SMILES string: O=C(NC[C@@H](c1ccco1)N1CCCCC1)c1cccc(S(=O)(=O)Nc2ccccc2Cl)c1

Record 6
The following is a DFT calculation (ωB97M-V/def2-TZVPD) of C31H36LuN4O3S4 as an isolated structure.

Structure (ORCA input):
```
! RIJCOSX wB97M-V def2-TZVPD def2/J DEFGRID3
* xyz -1 1
Lu -1.13 0.75 1.99
C 1.80 1.10 3.35
N 0.58 1.93 3.26
C 0.06 2.31 4.62
C -1.23 1.53 5.05
C -1.17 0.04 5.23
N -0.96 -0.62 3.96
C -0.94 -1.92 3.96
C -0.56 -2.72 2.83
C -0.30 -4.07 3.09
C 0.21 -4.92 2.15
C 0.57 -4.41 0.89
C 0.20 -3.11 0.53
C -0.28 -2.26 1.53
O -0.31 -0.99 1.23
C 1.14 3.09 2.49
C 0.18 4.08 1.85
C -0.60 3.60 0.63
N -1.62 2.60 0.96
C -2.36 2.28 -0.04
C -3.79 1.84 0.02
C -4.77 2.10 -0.91
C -5.97 1.46 -0.84
C -6.41 0.93 0.34
C -5.49 0.77 1.38
C -4.12 1.14 1.23
O -3.21 0.73 2.11
H 2.59 1.72 3.85
H 2.06 0.85 2.35
H 1.56 0.18 3.78
H -0.25 3.36 4.59
H 0.85 2.12 5.31
H -1.95 1.66 4.16
H -1.76 2.11 5.85
H -2.16 -0.23 5.65
H -0.46 -0.28 6.01
H -1.11 -2.48 4.91
H -0.28 -4.37 4.12
H 0.42 -5.99 2.40
H 1.15 -5.04 0.22
H 0.48 -2.72 -0.51
H 1.73 2.62 1.68
H 1.89 3.59 3.18
H 0.84 4.84 1.48
H -0.42 4.55 2.64
H 0.08 3.19 -0.12
H -1.10 4.48 0.13
H -1.99 2.51 -1.09
H -4.60 2.86 -1.70
H -6.63 1.54 -1.68
H -7.49 0.78 0.46
H -5.83 0.28 2.28
S -3.67 0.40 -5.28
C -2.42 -0.52 -4.67
S -1.38 -0.35 -3.30
S -2.13 -2.14 -5.09
N -0.55 -3.00 -2.94
C -1.07 -2.11 -3.67
H -0.30 -3.84 -3.41
C 2.25 1.29 -6.33
C 2.92 0.44 -5.21
C 4.32 0.48 -5.07
C 4.98 -0.21 -4.04
C 4.25 -1.11 -3.29
C 2.88 -1.20 -3.43
C 2.20 -0.45 -4.41
S 5.16 -2.11 -2.14
C 5.07 -3.69 -3.10
O 4.30 -2.27 -0.91
H 2.55 2.37 -6.23
H 1.12 1.23 -6.31
H 2.62 1.02 -7.31
H 4.99 0.92 -5.78
H 6.06 -0.25 -3.95
H 2.30 -1.87 -2.75
H 1.16 -0.55 -4.54
H 4.01 -3.90 -3.27
H 5.51 -4.41 -2.37
H 5.73 -3.57 -3.99
*
```

## Properties
Lowest unoccupied orbital energy (alpha / beta): 1.19 / 1.19 eV

In hartree, the E_tot values for the records above are, in order, -5742.8517, -6036.1914, -272.6347, -361.7661, -2253.7711, -4475.8470.